Density functional theory data (wB97M-V/def2-TZVPD) for a structure of composition C36H35BeN4O2P2S.

```
81
Properties=species:S:1:pos:R:3:forces:R:3
S -0.199 1.385 -5.250 -0.11 -0.32 0.16
P -0.573 -0.105 1.887 0.42 0.19 1.09
P 1.126 -0.152 -0.262 1.29 -0.18 0.56
O -1.546 2.642 -1.648 0.10 -0.17 0.24
O -1.784 -2.229 -0.246 -0.11 -0.08 -0.18
N -0.502 0.131 -3.032 0.33 0.41 0.51
N -1.938 -0.927 -0.705 -0.34 0.06 -0.06
N 0.896 -0.892 1.274 -0.64 0.20 -0.34
N -1.783 1.487 -1.189 -0.23 0.25 -0.06
C -1.105 -0.665 -3.979 -0.30 -0.36 -0.94
C 0.179 1.513 2.310 -0.47 -0.02 -0.05
C 2.263 1.193 0.152 -0.11 0.10 -0.43
C -4.219 -0.904 0.190 0.10 0.00 -0.16
C 1.186 4.019 2.938 -0.15 0.09 -0.05
C -0.487 2.660 1.894 -0.05 -0.21 0.08
C 4.283 1.946 1.209 0.07 -0.11 -0.05
C -1.283 -1.621 6.171 -0.09 0.01 0.03
C 3.500 -3.053 -2.913 0.00 0.04 0.02
C -2.993 1.101 -0.828 -0.20 0.99 0.05
C 0.933 -2.357 1.339 0.17 -0.32 0.04
C -0.724 -0.778 3.584 -0.17 -0.06 -0.33
C -2.311 -1.172 5.359 -0.01 0.00 0.16
C -1.641 -0.778 -6.359 0.02 -0.07 -0.02
C 1.464 -2.344 -1.867 0.12 0.08 0.02
C 3.500 -1.120 -1.486 -0.05 0.08 0.11
C 0.018 -1.646 5.694 0.13 -0.04 0.06
C 1.346 1.628 3.054 -0.13 0.16 0.03
C 4.171 -2.000 -2.316 0.09 -0.07 -0.04
C -1.053 -0.132 -5.281 0.12 0.16 0.45
C 1.852 2.877 3.354 0.03 -0.11 0.13
C 2.142 -1.298 -1.241 -0.34 0.15 -0.10
C 3.391 0.931 0.928 -0.05 -0.02 -0.09
C -3.034 -0.269 -0.453 0.21 -1.07 -0.01
C 2.927 3.489 -0.038 0.10 0.13 -0.04
C 0.303 -1.230 4.405 -0.05 0.00 0.02
C -2.265 -1.986 -6.128 0.05 0.15 -0.08
C 0.011 3.911 2.214 0.04 0.22 0.03
C 2.028 2.476 -0.326 0.04 -0.22 0.03
C 0.001 1.207 -3.570 0.08 -0.03 -0.33
C 2.143 -3.222 -2.689 -0.06 -0.12 -0.05
C -4.171 2.020 -0.805 0.25 -0.03 -0.08
C -2.028 -0.757 4.072 0.09 -0.01 -0.15
C -1.720 -1.898 -3.771 -0.02 0.04 0.00
C 4.055 3.225 0.721 -0.04 0.00 -0.08
C -2.291 -2.540 -4.848 0.01 -0.04 0.09
Be -0.740 0.143 -1.307 -0.13 -0.15 -0.40
H -4.110 -0.898 1.277 0.06 -0.01 0.10
H 5.225 -1.861 -2.496 0.13 0.02 -0.03
H 3.549 -0.066 1.320 0.03 -0.03 0.05
H -2.740 -2.506 -6.944 -0.01 -0.06 -0.09
H 0.415 -2.855 0.518 -0.01 0.03 0.08
H 0.818 -1.988 6.334 0.06 -0.06 0.04
H 4.753 4.017 0.942 0.07 0.10 0.03
H 1.615 -4.034 -3.162 -0.08 -0.10 -0.07
H 5.156 1.743 1.811 0.09 -0.01 0.06
H -2.822 -0.395 3.430 -0.09 0.00 0.00
H -0.513 4.800 1.890 -0.03 0.05 -0.02
H 0.499 1.968 -3.003 0.07 0.18 0.22
H 1.127 2.688 -0.886 -0.12 0.08 -0.04
H -1.497 -1.953 7.176 0.00 -0.03 0.10
H 1.862 0.741 3.384 0.12 -0.09 0.02
H 2.743 4.486 -0.406 -0.02 0.12 -0.01
H 4.031 -3.733 -3.561 0.05 -0.08 -0.07
H 1.975 -2.687 1.333 -0.09 -0.02 0.04
H 0.402 -2.464 -1.703 -0.13 -0.09 -0.02
H -1.401 2.564 1.324 -0.08 0.05 -0.10
H -4.739 1.916 0.116 -0.04 0.02 0.05
H 2.768 2.959 3.921 0.08 0.04 0.06
H 4.035 -0.296 -1.040 0.02 0.01 -0.03
H -2.313 -2.357 0.560 0.11 0.23 -0.12
H -1.602 -0.345 -7.344 -0.02 0.04 -0.17
H -4.836 1.831 -1.648 -0.09 0.02 -0.05
H 0.467 -2.680 2.271 0.11 0.00 -0.05
H -2.768 -3.496 -4.704 -0.07 -0.11 0.06
H -4.329 -1.933 -0.152 -0.02 -0.04 0.05
H 1.320 -1.266 4.046 0.10 -0.01 -0.05
H 1.585 4.993 3.184 0.01 0.07 0.00
H -1.747 -2.333 -2.788 -0.04 -0.11 0.16
H -3.325 -1.145 5.726 -0.08 -0.01 0.05
H -3.803 3.038 -0.889 -0.04 0.07 0.00
H -5.127 -0.362 -0.051 -0.03 0.06 -0.01
```
Positions in Å, forces in eV/Å.

Properties
Spin multiplicity: 1
Total charge: +1
Highest occupied orbital energy (Ha): -0.397

Density functional theory data (wB97M-V/def2-TZVPD) for a structure of composition C36H35F10N4RbSi.

```
87
Properties=species:S:1:pos:R:3:forces:R:3
Rb -0.416 0.954 -0.936 -0.20 -0.10 -0.42
Si 0.127 -0.989 2.199 -0.07 0.47 0.05
F -7.462 2.327 -3.027 -0.09 0.08 -0.08
F 3.446 -0.917 -4.585 -0.02 -0.10 -0.08
F -3.740 -0.430 -0.195 0.00 -0.07 0.06
F 6.030 0.036 -4.612 0.03 -0.02 -0.04
F 1.545 0.259 -3.128 0.10 0.01 -0.04
F -5.141 3.496 -2.546 -0.02 0.07 -0.02
F -6.086 -1.575 -0.784 -0.02 -0.11 0.05
F 6.596 2.259 -3.115 0.12 0.05 0.02
F -8.030 -0.213 -2.166 -0.04 -0.02 0.00
F 4.781 3.470 -1.630 0.00 0.04 0.03
N -0.392 -1.912 -0.494 -0.06 -0.19 0.03
N -3.142 2.104 -0.845 0.23 -0.17 0.10
N -0.322 3.911 -0.867 -0.09 0.25 0.17
N 2.007 2.384 -1.560 -0.19 -0.03 0.11
C 0.073 -2.586 6.135 -0.04 -0.08 0.12
C -0.674 -2.192 0.920 0.12 0.08 0.04
C -1.287 -2.697 6.383 0.02 0.03 -0.06
C -5.846 -0.311 -1.183 -0.03 0.12 -0.08
C 4.181 -0.192 1.616 0.11 -0.04 -0.01
C -1.316 -3.948 -1.647 0.11 0.10 -0.06
C 2.017 -1.181 2.092 -0.09 -0.02 0.11
C 4.804 -1.416 1.821 -0.03 0.02 0.00
C 5.064 0.647 -3.878 0.00 0.09 0.08
C 1.121 -3.813 -1.141 -0.09 0.06 -0.02
C -4.655 0.290 -0.881 0.07 0.13 0.00
C 4.040 -2.525 2.163 0.04 -0.05 -0.01
C 2.663 -2.402 2.295 0.01 -0.05 0.00
C 0.528 -2.174 4.888 0.04 -0.01 -0.15
C -0.352 -1.855 3.851 -0.07 0.00 0.08
C -1.589 3.839 -0.146 -0.17 0.07 -0.12
C -4.302 1.639 -1.231 -0.31 0.05 -0.22
C 3.016 1.924 -2.249 0.41 -0.01 -0.11
C 2.804 -0.080 1.755 0.03 0.07 -0.07
C -2.186 -2.395 5.366 -0.05 -0.04 0.08
C 3.761 0.166 -3.850 0.04 0.09 0.06
C -1.392 -2.432 -1.417 -0.15 -0.20 -0.01
C 0.081 -4.327 -2.135 -0.03 -0.04 0.09
C -6.544 1.656 -2.302 -0.01 -0.20 0.07
C 2.803 0.777 -3.088 -0.07 0.03 0.05
C -1.721 -1.980 4.129 0.08 -0.06 -0.11
C 4.379 2.374 -2.335 -0.26 -0.03 0.04
C -5.344 2.262 -2.003 0.21 -0.07 0.15
C 5.342 1.763 -3.106 -0.05 -0.18 -0.13
C -0.237 5.140 -1.625 0.07 -0.13 -0.11
C 0.809 3.752 0.038 0.25 -0.04 -0.19
C -0.337 0.744 2.033 0.05 -0.64 0.26
C -2.782 3.489 -1.053 -0.24 0.00 0.07
C 0.944 -2.304 -0.925 0.11 -0.15 -0.09
C -6.830 0.366 -1.895 0.03 0.06 -0.04
C 2.136 3.523 -0.685 0.07 -0.05 -0.19
H -0.225 6.031 -0.968 0.01 0.00 0.03
H -1.788 4.788 0.386 0.08 0.00 0.02
H -1.424 0.901 2.036 0.01 0.02 -0.11
H -1.535 -4.471 -0.711 -0.01 0.00 0.01
H -1.754 -2.079 1.066 0.00 -0.02 -0.01
H 0.116 1.371 2.810 0.07 0.00 -0.05
H 2.313 0.869 1.563 -0.02 -0.01 0.02
H 0.666 5.146 -2.236 -0.01 0.01 -0.01
H 4.520 -3.485 2.315 -0.02 0.00 0.00
H 0.614 2.871 0.659 0.00 0.17 0.16
H -3.253 -2.471 5.548 0.00 0.00 -0.02
H 5.877 -1.510 1.704 0.00 0.01 -0.01
H 0.782 -2.825 6.921 0.02 0.03 -0.02
H -1.095 5.226 -2.292 0.00 0.02 0.00
H 2.902 3.367 0.090 -0.01 0.10 0.04
H 2.073 -3.279 2.548 0.03 0.01 0.01
H 4.773 0.670 1.330 -0.04 0.02 -0.01
H -1.517 3.049 0.605 -0.01 0.10 0.06
H -2.383 -2.166 -1.050 0.03 0.11 -0.03
H -2.081 -4.241 -2.372 -0.01 -0.01 0.01
H -3.616 4.166 -0.819 0.05 0.03 -0.04
H 0.917 4.633 0.701 -0.07 -0.04 0.08
H 1.002 -4.345 -0.191 0.05 0.00 0.02
H 1.597 -2.091 4.719 -0.02 0.03 0.04
H 2.431 4.430 -1.234 0.03 0.05 0.09
H 1.159 -1.806 -1.878 -0.01 0.05 0.03
H -2.508 3.670 -2.102 0.01 0.15 0.03
H 0.170 -5.410 -2.271 0.00 0.01 -0.01
H -1.646 -3.003 7.359 0.01 -0.02 0.00
H 2.136 -4.004 -1.500 0.01 -0.01 0.03
H -0.440 -3.238 1.188 -0.04 0.02 0.10
H -1.250 -1.935 -2.387 -0.01 0.02 0.01
H -2.435 -1.723 3.352 -0.04 0.03 0.07
H 1.670 -1.949 -0.198 0.04 0.08 -0.03
H 0.258 -3.863 -3.112 0.01 0.00 -0.01
```
Positions in Å, forces in eV/Å.

Properties
Spin multiplicity: 1
Total charge: -2
Highest occupied orbital energy (Ha): -0.053

Density functional theory data (wB97M-V/def2-TZVPD) for a structure of composition C36H35N8S3Ti.

```
83
Properties=species:S:1:pos:R:3:forces:R:3
Ti 0.636 -0.533 -0.067 -0.41 0.10 0.12
S 2.305 -1.543 1.172 0.17 -0.13 -0.03
S 2.306 -0.068 -1.678 0.02 0.25 0.02
S 0.898 -2.644 -1.301 0.12 -0.21 0.02
N -0.147 -0.082 2.285 -0.04 0.02 0.03
N -0.262 -3.274 -3.571 -0.01 0.03 0.00
N 1.789 1.529 0.725 0.23 0.22 0.01
N -1.715 1.743 -0.270 0.03 -0.04 -0.07
N -0.599 -0.155 -2.007 0.07 -0.16 -0.14
N -0.677 -1.157 -2.940 -0.11 0.18 -0.09
N -3.438 -2.253 0.135 -0.07 0.03 -0.04
N -1.295 -1.704 0.189 -0.03 -0.04 0.11
C -0.082 -2.284 -2.664 0.03 -0.05 -0.08
C -1.353 1.200 -3.886 -0.07 0.02 0.10
C -2.490 -1.373 -0.234 0.00 0.05 -0.01
C 5.505 2.129 0.646 0.00 -0.03 -0.06
C 0.747 -1.953 5.419 0.01 0.00 0.00
C -2.819 -3.266 0.846 0.09 -0.02 0.01
C -1.465 -2.925 0.864 -0.04 0.01 0.06
C -1.033 -4.912 2.088 -0.04 0.00 0.00
C -0.546 -3.774 1.481 0.00 0.03 0.03
C -2.401 -5.228 2.079 0.03 -0.02 0.01
C 3.211 1.471 0.369 -0.04 -0.01 0.02
C 0.534 -0.981 3.222 0.04 -0.04 0.00
C 5.831 1.493 -0.545 -0.04 0.02 0.05
C -2.629 1.576 -4.288 0.02 0.01 -0.04
C 0.084 -1.123 4.530 0.00 0.01 -0.01
C -2.239 4.046 0.151 0.00 -0.08 0.03
C -1.356 2.075 -1.518 -0.02 -0.02 0.12
C 1.650 1.622 2.192 0.01 -0.07 0.00
C 1.879 -2.641 5.007 0.01 0.00 -0.03
C 3.535 0.829 -0.811 0.03 -0.10 -0.11
C -0.589 1.364 -6.158 -0.02 0.00 -0.01
C -2.169 2.713 0.523 -0.07 0.12 0.03
C 1.309 2.795 0.104 -0.02 -0.03 -0.06
C 4.849 0.843 -1.271 0.03 0.02 0.02
C -1.800 4.394 -1.117 0.01 -0.03 -0.04
C -1.368 3.393 -1.969 -0.03 0.11 -0.01
C 1.668 -1.671 2.808 -0.12 0.06 0.00
C -1.870 1.721 -6.563 0.01 0.00 0.02
C -2.891 1.822 -5.629 -0.01 0.00 0.01
C -3.319 -4.415 1.450 -0.03 0.03 -0.03
C -0.332 1.093 -4.825 0.04 -0.01 -0.02
C -1.615 -0.130 2.510 0.04 -0.06 0.00
C 4.194 2.128 1.097 0.00 0.01 0.01
C -1.051 0.972 -2.449 0.07 -0.10 -0.09
C 2.336 -2.500 3.709 -0.01 -0.02 0.07
C 0.243 1.317 2.601 0.03 0.04 0.05
H -0.341 -5.586 2.574 0.01 0.00 0.00
H 3.214 -3.038 3.376 0.00 0.00 -0.02
H -2.072 1.923 -7.606 0.01 0.00 -0.01
H 0.312 -4.097 -3.531 0.00 0.02 0.02
H -2.724 -0.487 -0.797 0.05 0.02 0.00
H -3.422 1.672 -3.555 -0.01 0.00 0.00
H 5.095 0.323 -2.188 -0.02 -0.01 0.00
H 0.118 1.491 3.675 0.01 0.00 -0.01
H 2.345 0.917 2.647 -0.02 0.01 0.00
H 0.658 0.794 -4.502 0.00 0.00 0.00
H -1.049 3.622 -2.976 0.00 -0.03 -0.01
H -4.408 -2.196 -0.123 0.00 -0.03 0.01
H -1.810 5.424 -1.447 -0.01 0.01 0.01
H -2.737 -6.134 2.564 -0.01 0.00 0.00
H -1.949 -1.157 2.617 0.00 -0.02 -0.03
H 1.909 2.625 2.542 0.00 0.00 0.01
H -2.627 4.781 0.841 0.00 0.01 0.00
H 0.279 2.998 0.378 0.05 -0.02 0.02
H 0.208 1.290 -6.885 0.00 0.00 0.00
H 1.388 2.705 -0.979 0.00 0.00 0.03
H -0.671 -3.014 -4.454 -0.01 -0.03 -0.01
H -4.372 -4.659 1.422 0.00 -0.01 0.01
H -0.793 -0.589 4.868 0.00 -0.01 0.02
H 6.268 2.627 1.228 0.01 0.00 0.00
H -3.888 2.100 -5.943 -0.01 0.00 0.00
H 6.852 1.492 -0.901 0.01 0.00 0.00
H -2.108 0.335 1.663 -0.03 -0.01 0.01
H -2.503 2.415 1.511 0.00 0.00 -0.01
H 3.962 2.639 2.021 -0.02 0.00 0.00
H 0.380 -2.060 6.431 -0.01 0.01 0.00
H 0.512 -3.562 1.463 0.00 0.00 0.02
H 1.936 3.627 0.435 -0.01 0.00 0.01
H 2.403 -3.291 5.694 0.00 0.00 0.00
H -1.880 0.414 3.420 -0.01 0.02 -0.02
H -0.449 1.976 2.081 0.01 -0.03 0.02
```
Positions in Å, forces in eV/Å.

Properties
Spin multiplicity: 1
Total charge: +1
Highest occupied orbital energy (Ha): -0.361

Going through the records in order, we get energy relative to the best compared isomer or geometry (same formula, charge and spin) values of 50.5 21.3 0.0 kJ/mol.
Going through the records in order, we get E_LUMO values of -2.9 3.9 -3.2 eV.